(1)
12
Properties=species:S:1:pos:R:3:forces:R:3 method="wB97M-V/def2-TZVPD" energy_ha=-1408.84835 relative_energy_kcal_mol=74.8 gap_ha="0.2190 / 0.2185" lumo_energy_ev="-2.633 / -2.633"
C -0.02913 -0.87952 -0.02885 1.6887 -0.1461 1.3335
C 0.26655 -0.48713 -1.48126 1.5720 -1.6710 -0.7972
N 0.38871 0.05389 0.96836 1.3070 -0.1741 0.4430
O -0.38763 0.54663 -1.79098 -1.9689 3.9836 0.3719
P -0.32444 1.54051 1.00393 0.8878 -0.6720 0.0831
S 0.44495 2.76647 2.26753 -0.1738 0.0759 -0.6751
Cl -2.25802 1.11426 1.32068 -0.2603 0.1014 -0.2875
H -1.08316 -0.86536 -0.06559 -1.2280 -0.7187 0.3623
H 0.48373 -1.80878 0.18502 -0.3913 -0.4268 0.0826
H 1.28682 -0.49675 -1.86651 0.9718 0.0447 0.7445
H -0.14877 -1.39224 -1.88649 -0.6665 -1.0973 -0.7872
H 1.36040 -0.09198 1.37417 -1.7386 0.7005 -0.8739

(2)
30
Properties=species:S:1:pos:R:3:forces:R:3 method="wB97M-V/def2-TZVPD" energy_ha=-764.26276 relative_energy_kcal_mol=137.5 gap_ha=0.3611 lumo_energy_ev=0.041 smiles=O.O.O.O.O.O.O.O.O.O
O 3.58104 1.40367 -0.28359 5.0959 0.9522 -3.3278
H 3.81525 1.68167 -1.27767 -0.2701 -0.9908 3.3787
H 2.69425 1.43224 -0.39299 -4.9109 0.0231 -0.0441
O 0.00870 -1.30296 -0.65040 -0.7145 -9.5016 6.1458
H 0.24184 -2.08779 -1.19690 -0.6027 0.9074 0.8090
H 0.14274 -0.63755 -1.12212 1.8388 9.3035 -6.5400
O -0.37739 0.18359 2.78844 2.0211 0.5950 0.1458
H -0.26042 0.78044 3.54153 -0.7646 -0.0884 0.2482
H 0.58759 0.19068 2.54833 -1.3008 -0.4983 -0.3896
O -2.18609 -2.33101 -1.56941 -0.2670 -3.2099 -0.1803
H -2.09707 -3.21591 -1.04635 -0.2969 2.9119 -0.9581
H -2.49914 -1.63812 -0.99994 0.0290 0.1137 0.5892
O -2.37477 1.72750 0.66649 -0.6090 -0.6316 -0.8699
H -2.53595 0.76042 0.78064 0.6571 1.3438 0.2551
H -2.00573 2.13330 1.43259 0.1115 -0.3441 1.3672
O 2.84997 -1.69184 3.17995 0.2986 0.3180 0.1602
H 2.73373 -1.13680 2.41101 0.3249 0.3089 -0.4333
H 2.06161 -2.21819 3.15969 -0.6032 -0.6153 0.1841
O -2.30507 1.35214 -1.84801 -5.5970 -3.6583 -0.1105
H -1.50895 1.66813 -1.97883 6.4026 2.4209 -0.9111
H -2.85761 2.07964 -1.64450 -0.7676 0.9682 0.4725
O 0.39100 3.26195 -0.24507 -2.6438 -2.7074 2.0066
H 0.08036 4.08029 -0.63567 -0.5603 0.0074 0.1859
H -0.44498 2.71236 0.23205 3.0910 2.4946 -2.3763
O -0.78933 -3.51402 0.53986 0.0469 -0.4367 3.8156
H -0.59627 -4.32891 1.09363 -0.3040 1.0319 -1.2919
H -0.92767 -2.86529 1.32392 0.3088 -1.0339 -2.3458
O 1.31410 0.78243 -2.55488 -0.9183 3.8992 0.3522
H 1.07341 1.48974 -3.22157 0.2184 -0.3037 1.7151
H 1.40574 0.14801 -3.19387 0.6859 -3.5798 -2.0525

(3)
50
Properties=species:S:1:pos:R:3:forces:R:3 method="wB97M-V/def2-TZVPD" energy_ha=-1584.22626 relative_energy_kcal_mol=14.4 gap_ha=0.3325 lumo_energy_ev=0.592 smiles="CCSCCOC(=O)C1=C(C)NC(=O)N[C@@H]1c1cccc(OC)c1OC"
C 2.58618 0.76568 -1.27726 0.0745 -0.0306 0.0758
C 2.86563 1.41467 0.06463 -0.0876 0.4876 -0.1384
H 2.13668 1.11193 0.81548 0.0732 -0.0892 0.0700
H 3.86675 1.16227 0.41474 -0.0398 -0.0496 0.0842
S 2.86212 3.23991 -0.00717 0.0038 -0.0531 0.2115
C 1.09988 3.64402 0.18748 0.4025 -0.3144 -0.2777
H 1.09297 4.70324 0.43786 -0.0722 -0.0014 0.0554
H 0.71292 3.07752 1.03469 -0.1077 0.1155 0.0376
C 0.24825 3.38468 -1.05607 -0.0405 0.6871 -0.0306
H -0.45692 4.21101 -1.19670 0.1347 -0.1614 -0.0443
H 0.87471 3.28212 -1.94394 -0.0912 -0.0275 0.1259
O -0.48891 2.17439 -0.94908 -0.2051 -0.4009 0.0111
C -1.66259 2.26148 -0.27757 -0.1782 0.3902 0.0933
O -2.06022 3.31550 0.17188 0.1721 0.0397 -0.0170
C -2.32487 0.96624 -0.17905 -0.1580 -0.4409 -0.1729
C -3.53030 0.78017 0.41564 0.4348 0.3287 -0.2075
N -4.06223 -0.48044 0.48089 -0.1358 0.0245 0.2334
C -3.61071 -1.56947 -0.26188 -0.1721 0.0215 -0.0743
O -4.23769 -2.60462 -0.28909 -0.1781 -0.3312 0.0674
N -2.49666 -1.32261 -0.97595 0.2049 -0.0122 -0.3571
H -2.09744 -2.10852 -1.46792 -0.1659 -0.0276 0.1019
C -1.57281 -0.23232 -0.70948 0.1626 0.1431 0.0124
C -0.47095 -0.69471 0.23560 0.1753 -0.1553 -0.1525
C -0.35323 -0.20218 1.52493 0.0983 -0.0400 -0.0024
C 0.65909 -0.65146 2.34820 -0.0350 -0.0132 0.0497
C 1.55361 -1.60117 1.88891 0.0734 -0.0615 -0.0063
C 1.45059 -2.12385 0.60606 0.0471 -0.1094 -0.1397
C 0.42104 -1.66625 -0.23702 -0.0275 0.1389 0.2253
O 0.16336 -2.08787 -1.51242 -0.1625 0.2135 0.3833
C 1.06528 -2.89850 -2.23312 0.2679 -0.3420 -0.4495
H 1.14671 -3.89776 -1.80242 -0.0098 0.1134 -0.0588
H 2.05732 -2.44761 -2.29408 -0.0773 -0.0241 0.0130
H 0.63970 -2.96794 -3.23464 0.0574 -0.0020 0.0525
O 2.31385 -3.07221 0.11678 -0.4173 0.2697 -0.1148
C 3.35722 -3.52892 0.94114 0.1812 -0.0870 0.1284
H 2.97555 -4.01992 1.84172 0.0192 0.0387 -0.0221
H 4.03396 -2.71645 1.22469 -0.0350 -0.0294 0.0085
H 3.90147 -4.25588 0.33978 0.0072 0.0395 0.0945
H 2.33610 -1.93995 2.54762 0.1010 -0.0710 0.0223
H 0.75868 -0.26751 3.35172 0.0125 0.0307 0.0964
H -1.05240 0.53947 1.87902 -0.0727 0.0730 0.0298
H -1.10183 0.02299 -1.66698 -0.1411 -0.0265 0.2480
H -4.95805 -0.60931 0.92997 0.1419 -0.0749 -0.1251
C -4.38487 1.83675 1.03079 0.0672 0.1778 -0.0003
H -5.34330 1.88006 0.51467 -0.0921 -0.0435 -0.0308
H -4.57403 1.59255 2.07556 -0.0403 -0.0515 0.0934
H -3.90099 2.80481 0.97014 -0.0888 -0.0628 0.0475
H 2.77352 -0.30398 -1.20923 -0.0166 -0.1754 -0.0634
H 3.23767 1.18456 -2.04139 0.0173 0.0048 -0.0900
H 1.55017 0.91537 -1.56815 -0.0815 -0.0281 -0.0968

(4)
77
Properties=species:S:1:pos:R:3:forces:R:3 method="wB97M-V/def2-TZVPD" energy_ha=-4164.61108 gap_ha=0.3412 lumo_energy_ev=0.057 smiles="CCCO[C@@H]1[C@H](CCCCCCCCOC(C)=O)O[C@@](Cl)(C[SH](=O)=O)[C@@H]1Cc1ccccc1.ClC(Cl)(Cl)Cl"
C -0.35647 -3.51609 1.41404 0.0488 0.0514 0.2523
C 1.11174 -3.43950 1.02275 -0.2188 -0.3690 -0.2583
C 1.36495 -2.67487 -0.28799 -0.0378 -0.5968 0.2718
O 2.48638 -1.81426 -0.27354 -0.0033 0.6025 -0.5930
C 2.43350 -0.73956 0.62185 0.3683 -1.0636 0.8979
C 1.13732 0.00613 0.86229 0.1929 1.4547 -0.3449
C 0.40553 0.65431 -0.32182 -0.5512 -0.5180 0.0072
C -0.94236 0.00670 -0.71036 0.2398 0.4241 -0.4049
C -2.11610 0.99882 -0.73151 -0.1764 -0.6504 -0.1726
C -3.48065 0.30778 -0.52092 0.0827 0.3935 -0.3544
C -4.41159 0.49585 -1.71987 -0.0914 -0.2571 0.4475
C -5.83109 0.00901 -1.42768 0.0112 0.7594 0.2708
C -6.60227 1.04320 -0.57339 0.3678 -0.3113 -0.1866
C -7.61229 1.84880 -1.36328 0.2811 0.4032 0.0715
O -8.83701 1.15608 -1.59935 0.3279 0.0773 -0.2385
C -9.52847 0.83490 -0.47866 0.1936 0.6382 0.0458
C -9.93590 1.93859 0.44374 -0.1972 0.2600 0.3489
O -9.81499 -0.29247 -0.26428 -0.4958 -1.4059 0.0576
O 1.65154 1.07911 1.70024 0.1145 -0.6293 0.4438
C 2.94820 1.43277 1.33935 -0.0422 -0.1189 -0.5592
Cl 2.78575 3.03816 0.50995 0.3308 0.0801 -0.0643
C 3.82856 1.50487 2.57398 0.0372 0.2673 0.1035
S 3.25870 2.55709 3.91583 -0.4854 0.0308 0.2493
O 2.44547 3.62750 3.43529 0.1218 0.2419 -0.1445
O 2.76282 1.71496 4.96320 0.1780 -0.2780 0.1334
C 3.54245 0.31370 0.39677 -1.4732 0.0697 0.2603
C 3.79147 0.62126 -1.06329 0.7184 0.0531 -0.1513
C 5.15514 1.19466 -1.39517 0.5009 -0.1068 -0.3272
C 5.85226 0.64210 -2.48133 0.2068 0.4334 0.2419
C 7.10143 1.12608 -2.87995 -0.5577 0.0330 0.2865
C 7.69027 2.18384 -2.19379 -0.5567 -0.2480 0.2039
C 7.02263 2.72701 -1.09314 -0.0468 -0.3741 -0.4729
C 5.77295 2.23845 -0.70177 0.4381 -0.0598 -0.1662
H -0.82983 -2.53934 1.46874 -0.0692 0.1623 -0.0485
H -0.91786 -4.13726 0.72152 -0.1081 0.0244 -0.1834
H -0.45509 -3.97125 2.39568 -0.0514 -0.0934 0.1298
H 1.42575 -4.46950 0.86757 0.3070 -0.0882 0.0852
H 1.71667 -3.07197 1.84586 0.0682 0.2874 0.0382
H 0.45370 -2.17515 -0.61975 0.0212 0.3507 0.0977
H 1.59292 -3.40994 -1.05333 0.0944 0.0149 -0.2364
H 2.69142 -1.13447 1.61718 -0.2292 -0.0876 0.0774
H 0.44824 -0.52266 1.51144 -0.1337 -0.2348 -0.0184
H 1.03312 0.72781 -1.20357 0.2337 -0.0584 -0.0200
H 0.19534 1.67048 -0.01259 0.0680 0.2345 0.1047
H -1.19502 -0.85006 -0.09350 0.0678 -0.0363 0.3500
H -0.84041 -0.37781 -1.72444 -0.0816 -0.3085 -0.0544
H -2.14490 1.45457 -1.71925 0.1315 0.2779 -0.0720
H -1.95906 1.80620 -0.02171 -0.0178 0.0105 0.2217
H -3.94659 0.69813 0.38203 -0.1302 -0.0507 0.1300
H -3.36024 -0.76613 -0.39195 0.1202 -0.1309 0.2164
H -3.99732 -0.06168 -2.55783 0.1023 0.0561 -0.2127
H -4.42706 1.55370 -1.98391 -0.0745 0.1086 -0.2098
H -6.35585 -0.12965 -2.36813 -0.2134 -0.3140 -0.0375
H -5.79116 -0.92307 -0.87268 0.0027 -0.3352 -0.2220
H -5.88818 1.75886 -0.16756 0.1077 0.0977 0.1251
H -7.04624 0.54763 0.28779 -0.2958 0.0885 0.0746
H -7.19278 2.07251 -2.33904 -0.0975 -0.0178 -0.2409
H -7.77755 2.81156 -0.87850 -0.2958 0.0608 0.0781
H -10.54678 1.48994 1.21552 -0.0860 -0.0493 0.1459
H -9.08841 2.41524 0.92782 0.1623 0.0765 -0.0643
H -10.52580 2.70238 -0.05472 0.0869 0.1065 -0.2266
H 4.84608 1.77785 2.30688 0.0801 0.3142 -0.0482
H 3.87778 0.51033 3.00776 -0.1050 -0.1568 0.1007
H 4.42793 3.09011 4.35847 0.0670 -0.0545 -0.1369
H 4.40102 -0.11755 0.89535 0.5946 0.2213 -0.2947
H 3.72688 -0.32625 -1.59073 -0.1238 -0.1500 -0.0514
H 3.02117 1.25914 -1.48448 -0.1328 0.1620 0.1004
H 5.40400 -0.17665 -3.02740 -0.0285 -0.0738 -0.0466
H 7.57619 0.67196 -3.73678 0.1656 0.0216 -0.0408
H 8.64446 2.56854 -2.51459 0.1398 0.0946 0.0338
H 7.48314 3.54823 -0.56583 -0.0516 0.0784 0.1762
H 5.29458 2.69383 0.14906 -0.1058 0.0584 0.0346
C 4.19031 -6.30001 1.18068 -0.0058 0.0199 0.0113
Cl 3.91639 -5.69068 -0.45383 0.0021 0.0196 -0.0319
Cl 4.51263 -4.94302 2.26583 0.0019 0.0077 0.0053
Cl 2.75264 -7.16505 1.73406 -0.0088 -0.0044 0.0052
Cl 5.57394 -7.39486 1.17862 -0.0056 0.0031 0.0002

(5)
85
Properties=species:S:1:pos:R:3:forces:R:3 method="wB97M-V/def2-TZVPD" energy_ha=-5213.76030 relative_energy_kcal_mol=129.9 total_charge=+3 gap_ha="0.1399 / 0.1411" lumo_energy_ev="-12.691 / -12.659"
W 0.24959 0.15592 0.47457 -1.4531 -1.1393 6.1965
O 0.79269 0.41032 -3.11363 0.2748 -0.6080 -1.3756
Cl 0.61109 1.09112 -1.94083 0.1248 2.9179 -4.2174
O 0.53279 2.45752 -2.02703 0.0634 1.4264 -0.4245
O -0.58921 0.59772 -1.23913 -2.2096 -0.2015 -0.8349
O 1.62119 0.69992 -0.97333 1.9335 -0.7753 1.4220
I 2.48929 1.60202 5.97407 -0.4002 -0.2737 -0.2640
C 0.89069 0.66732 4.97857 0.1603 0.1823 0.0021
C -0.13011 0.00862 5.66547 0.2034 0.1547 -0.3018
C -1.16001 -0.53988 4.92137 0.0583 0.1539 -0.3278
C -1.14571 -0.42668 3.54007 -0.2485 -0.1594 -0.4052
N -0.15521 0.18312 2.85257 0.0166 0.1838 -0.1416
C 0.83589 0.72692 3.59137 0.3994 0.2615 -0.0247
H -0.12171 -0.06408 6.74237 0.0074 -0.0006 0.0960
H -1.98521 -1.04238 5.40277 -0.0638 -0.0532 -0.0265
H -1.95791 -0.84658 2.95537 0.0676 0.0632 0.1396
H 1.63469 1.24162 3.05567 -0.2780 -0.1502 0.1820
S -1.42051 -1.44228 0.58147 2.0381 0.0048 -0.9966
Sb 0.73169 -2.17808 -1.18923 -0.2976 -5.1859 -2.2722
C 0.29009 -2.21838 -3.36333 -0.6353 0.5512 0.0102
C 1.32359 -2.40548 -4.26633 0.4780 0.2186 0.5409
C 1.03289 -2.41408 -5.62333 -0.1874 -0.2149 0.0339
C -0.27061 -2.24538 -6.06233 0.0323 0.0043 -0.0304
C -1.29891 -2.07998 -5.14673 0.0300 -0.1690 0.0939
C -1.02421 -2.07188 -3.78573 -0.0812 0.2348 0.4963
C 2.93129 -2.47198 -1.21483 -0.3398 0.4165 0.4915
C 3.72009 -1.62688 -1.98713 -0.3933 0.4912 -0.0072
C 5.07579 -1.89518 -2.11673 -0.1812 -0.0022 -0.0915
C 5.63479 -2.97768 -1.45473 0.0171 -0.0232 0.0432
C 4.84989 -3.78448 -0.64553 -0.1177 -0.1440 -0.0451
C 3.49139 -3.53148 -0.50883 -0.4278 -0.0945 0.2464
C 0.01179 -4.24238 -1.16263 0.1884 0.9793 0.5260
C -1.30211 -4.51298 -0.82553 -0.1528 0.0346 0.3986
C -1.76971 -5.81678 -0.90873 -0.1087 0.2536 -0.1056
C -0.93491 -6.82258 -1.36803 -0.0918 -0.1620 -0.1066
C 0.36839 -6.53238 -1.73583 -0.0153 0.0013 -0.2049
C 0.84449 -5.23418 -1.65313 0.3315 0.0499 0.1171
H 2.34149 -2.54728 -3.93573 0.0760 0.0399 -0.0798
H 1.83299 -2.56418 -6.33143 0.0915 -0.0468 -0.0453
H -0.48661 -2.25538 -7.12103 -0.0081 0.0624 -0.0387
H -2.31611 -1.96208 -5.48793 -0.0943 -0.0246 0.0154
H -1.83481 -1.95168 -3.07143 0.0220 0.0471 -0.1011
H 3.28789 -0.77918 -2.50943 0.1054 -0.0535 0.0041
H 5.68429 -1.26038 -2.74363 0.0262 0.0328 -0.0558
H 6.68719 -3.18988 -1.56633 0.1036 0.0082 0.0352
H 5.28399 -4.62338 -0.12023 0.0174 -0.0354 0.0151
H 2.88049 -4.17168 0.11857 0.0568 -0.0246 -0.0018
H -1.96931 -3.73288 -0.47233 0.0174 -0.1343 -0.0090
H -2.78971 -6.02678 -0.62273 -0.0532 -0.0817 -0.0255
H -1.31551 -7.82958 -1.47533 0.0524 -0.0235 0.1234
H 1.01519 -7.30848 -2.11573 0.0374 -0.0749 -0.0218
H 1.84919 -5.00818 -1.97523 0.1261 -0.0697 -0.0358
C -4.68931 3.72472 1.27707 -0.1686 -0.0856 0.1029
C -4.18421 2.53782 2.08287 0.1891 0.0961 -0.1158
C -2.65571 2.50552 2.21827 0.3715 -0.1338 0.1246
C -1.95381 2.14692 0.89817 -0.2760 -1.4114 0.0439
Ge 0.08829 2.55422 0.93517 -2.0645 4.3435 1.1360
C 0.24799 4.39282 0.01077 0.7365 -0.3250 -0.7105
C -0.16361 5.59622 0.85777 -0.0129 -0.2478 0.5228
C -1.55761 6.12132 0.56757 -0.4871 -0.3341 -0.4693
C -2.03951 7.19692 1.51557 0.2267 0.1679 0.2623
H -5.77541 3.76012 1.31067 -0.0677 0.0022 -0.0654
H -4.40211 3.66922 0.23007 0.0523 0.0743 -0.1528
H -4.32871 4.66002 1.70017 0.0798 0.1060 -0.0127
H -4.53111 1.60592 1.63147 -0.0700 -0.1033 0.0682
H -4.60531 2.60062 3.08697 0.0202 -0.1230 0.0343
H -2.37571 1.78302 2.99147 0.0221 0.1691 0.0154
H -2.31181 3.48902 2.54777 0.0236 -0.0009 0.0790
H -2.40701 2.73772 0.09537 0.6201 -0.1478 -0.3585
H -2.18081 1.07502 0.65557 -0.3838 0.7582 0.0930
H 0.07669 3.13102 2.36507 0.5830 -0.6430 0.2299
H -0.31271 4.37812 -0.92383 -0.0740 -0.2447 0.0836
H 1.29789 4.49412 -0.26873 0.0370 -0.1603 -0.0252
H 0.55229 6.39992 0.66407 0.1049 -0.1091 0.0223
H -0.05841 5.36532 1.92147 -0.0287 0.0831 0.1528
H -2.28381 5.29642 0.56517 0.0934 -0.0343 0.0585
H -1.58611 6.51952 -0.45293 0.1058 -0.0731 0.0196
H -2.12311 6.83162 2.53927 -0.0801 -0.0964 0.0503
H -3.00951 7.57382 1.20107 -0.0362 0.0531 0.0400
H -1.34241 8.03522 1.54997 -0.0320 0.0610 -0.0935
C 2.80499 -1.10298 1.87897 0.9397 -0.4115 0.3469
O 1.68519 -0.54338 1.20877 0.8252 -0.3631 0.2057
H 2.68639 -0.97948 2.96267 -0.1507 0.0812 -0.2935
H 3.71289 -0.59178 1.53687 -0.2716 -0.0890 0.0319
H 2.87689 -2.17158 1.64647 -0.1457 0.2932 -0.0373